{
  "formula": "C37H62BrCl36FN3O4S",
  "method": "ωB97M-V/def2-TZVPD",
  "species": ["N", "H", "H", "Cl", "Cl", "F", "C", "H", "C", "C", "H", "H", "H", "H", "Cl", "Cl", "Cl", "H", "C", "H", "C", "H", "O", "H", "Cl", "Cl", "H", "Cl", "C", "H", "H", "Cl", "H", "S", "H", "C", "C", "H", "H", "C", "C", "H", "Cl", "Cl", "Cl", "H", "H", "H", "C", "C", "H", "H", "Cl", "Cl", "N", "C", "O", "H", "H", "O", "C", "H", "C", "H", "C", "Cl", "C", "Cl", "H", "C", "H", "Cl", "C", "C", "Cl", "H", "Cl", "Cl", "C", "H", "H", "H", "H", "H", "H", "O", "H", "C", "Cl", "H", "C", "C", "C", "H", "C", "C", "H", "Cl", "H", "Cl", "H", "Cl", "H", "Cl", "H", "Cl", "H", "Cl", "H", "H", "C", "H", "N", "H", "Cl", "C", "H", "Cl", "H", "Cl", "C", "Cl", "C", "H", "C", "Cl", "H", "H", "Cl", "C", "H", "H", "Cl", "H", "H", "C", "Br", "H", "C", "Cl", "Cl", "H", "C", "H", "C"],
  "coordinates": [[1.99439, -2.37004, 1.25404], [-5.03882, -3.64604, -4.78553], [-1.68574, -7.96501, 0.84247], [-0.45868, 10.37911, 1.36186], [4.40587, -0.13370, 4.62240], [1.79673, 2.11176, 3.07686], [-4.78713, -10.19469, -2.40657], [1.80310, -6.39377, 2.64267], [0.81183, 3.13854, 1.16418], [0.74024, 0.47777, -2.25888], [0.86131, 14.07991, 7.10791], [6.22565, -5.93476, 0.91959], [2.39147, -4.69222, -4.23031], [1.80990, -2.73569, -5.24768], [7.08986, -4.03674, -0.15334], [-3.02248, -10.16838, -2.46715], [6.81664, -6.73279, -1.19959], [0.66715, -0.01695, -4.30960], [1.69189, -4.17311, -3.59317], [0.01331, 12.21188, -0.00754], [4.10312, -2.74485, 2.49641], [0.04617, -8.26138, -2.63993], [2.08015, -5.62536, 3.16335], [-0.39189, -4.66602, -3.12341], [6.74011, 5.54239, 3.00520], [-5.41492, -8.56309, -2.65099], [-5.53716, -4.11246, -0.60007], [-3.86659, 6.71968, 4.88077], [7.05818, -5.76106, 0.25219], [1.80284, 3.24855, 0.74737], [-3.75420, 7.27092, -1.72308], [-1.66734, 7.10609, -2.76776], [-4.01999, -4.59727, -1.28454], [3.60439, -5.80190, 3.55031], [4.71276, -2.39360, 4.51261], [2.65935, -2.26829, 2.55335], [-2.90380, -6.89760, -0.53501], [2.36467, 6.42597, -2.22646], [-0.29636, 0.61167, 2.69328], [0.61988, -0.56878, -3.38391], [4.67721, -3.22823, 3.82762], [-8.47718, 6.43325, -4.66475], [-8.65537, 4.11852, -4.94462], [-4.19843, 7.98411, -3.90255], [7.83810, 4.41825, 0.56363], [1.96941, -1.97691, -2.44111], [-3.34718, -6.71553, 1.52739], [2.09710, -2.76396, 3.32781], [-4.59455, -4.24402, -4.00260], [0.10545, -0.32677, 2.37389], [-5.18439, 8.56574, 4.30100], [-4.76589, 10.79830, -0.67588], [5.33057, 1.09182, 2.16240], [5.08271, 5.32291, 0.61043], [1.23918, -0.16185, 1.44300], [0.82574, 2.99866, 2.65157], [3.70949, -6.92992, 4.38750], [5.69025, -3.53953, 3.64839], [0.28733, -8.34114, -0.42629], [-4.51080, -5.39807, 0.57519], [-0.24020, -7.30356, -2.23490], [1.36850, -5.95527, -1.72774], [-4.62043, 7.83549, 3.73842], [1.63649, -6.92077, -3.14533], [1.35295, -2.83907, -4.27930], [-3.46241, -5.37456, -4.73769], [4.75058, 1.39653, 3.80817], [-5.73465, 6.96581, 2.67959], [-5.09090, -10.52174, -1.42241], [-0.72833, 12.01741, 0.75393], [-0.83813, -2.29647, 0.29153], [-0.57717, 15.38891, 5.80895], [1.27934, -0.05187, -0.95555], [0.86026, 14.40258, 6.07680], [-5.43954, -11.32374, -3.59006], [-2.58069, -6.24129, -1.32689], [5.91085, 2.35475, 4.72929], [-2.32980, 12.18031, 0.02525], [0.15215, 1.96711, 0.42840], [0.29040, -2.84483, -4.46453], [2.67439, -1.22440, 2.81547], [1.01303, 3.95423, 3.11763], [2.63367, -1.20585, -3.86904], [3.82831, 1.95011, 3.73841], [-1.20377, -7.07721, -2.66414], [4.46357, -5.89411, 2.42350], [3.01069, -4.00214, 4.92487], [1.73218, -1.58992, -3.41682], [-6.82509, 5.59319, -3.23963], [-0.24322, 0.88923, -2.10188], [-3.26832, -6.06711, 0.66760], [0.89660, -6.33064, -2.63368], [-0.35220, -7.52145, -0.72144], [-5.38306, -5.72434, -1.25002], [-1.75790, -7.88566, -0.23725], [0.51467, -5.13692, -3.48378], [-0.36123, -1.01041, -3.36121], [-3.75123, -3.15389, -2.88935], [2.08054, 1.32684, 0.35007], [-5.88231, -5.10366, -3.16301], [0.00137, -6.62796, -0.21234], [2.32470, 15.34183, 5.79195], [4.26878, -3.51462, 1.76033], [-2.97759, 9.47410, -1.73041], [2.13443, -3.98802, -2.62769], [0.99244, 4.93490, -3.40182], [-2.43980, -5.38486, 0.87629], [2.80926, 4.35864, -1.21541], [1.39955, 1.27777, -2.54579], [-3.73444, -7.50865, -0.84315], [-4.85935, -4.94280, -0.71963], [-0.76787, 1.74989, 0.95836], [0.81671, -1.35459, -0.47337], [-0.13747, 2.66288, 3.01061], [-0.52536, 13.19883, 2.04089], [-0.58792, -1.69775, -0.56453], [2.34846, -0.18203, -1.04836], [-6.09227, 9.11817, 0.25358], [-2.04923, -8.85362, -0.58852], [0.53596, 6.14187, -0.80275], [1.75334, 5.57960, -1.94589], [-3.39751, 8.69481, 2.80439], [1.13028, 0.80921, 0.33763], [-1.24368, -0.83916, -0.57420], [-5.82999, 10.61471, -0.64202], [-6.41298, 10.46416, -2.30026], [6.07598, 3.62856, 1.87528], [-0.70846, -0.93315, 1.99649], [8.53889, -6.22854, 1.08237], [1.37337, -1.37785, 0.76421], [0.27180, -5.50922, -4.46922], [4.70609, -1.89377, 2.22604], [-6.71585, 5.93150, -6.11914], [-0.13073, 2.34420, -0.53811], [0.47103, -0.81546, 3.26195], [-7.76341, 5.62489, -4.73351], [2.05947, -3.91563, 0.22931], [-0.73611, -2.33587, -1.41880], [6.39535, 4.60916, 1.55696], [0.82792, 12.96813, 5.04851], [-6.59842, 11.97581, 0.17362], [0.24110, 4.02465, 0.94730], [-3.22156, 7.87941, -2.44111], [4.53859, -4.73630, 5.35853], [3.95198, -4.36376, 4.54480]],
  "atomic_forces_ev_per_a": [[0.457, -1.044, 0.730], [0.021, 0.074, 0.003], [-0.008, -0.264, 0.394], [-0.057, -0.018, -0.055], [-0.034, 0.479, 0.116], [0.396, -0.530, 0.268], [-0.014, 0.006, -0.125], [-0.068, -0.156, -0.031], [-0.477, -0.634, -0.109], [-0.477, -0.790, 0.092], [-0.005, -0.014, 0.043], [-0.043, 0.013, 0.030], [0.739, -0.184, 0.154], [0.279, -0.183, -0.431], [-0.085, 0.044, 0.046], [-0.051, -0.197, -0.156], [-0.033, 0.025, 0.017], [-0.222, 0.216, -0.466], [-0.513, 0.060, -1.214], [-0.009, 0.002, -0.071], [0.161, -0.072, 0.450], [-0.193, -0.466, -0.372], [-0.107, 0.849, -0.305], [-0.267, 0.297, 0.364], [-0.012, 0.140, 0.025], [-0.143, -0.039, -0.124], [-0.302, 0.316, 0.118], [-0.003, 0.027, 0.034], [0.078, -0.093, -0.023], [0.211, 0.384, 0.300], [-0.025, -0.011, 0.050], [-0.371, 0.117, -0.183], [0.382, -0.288, 0.059], [1.214, -0.987, 1.064], [0.145, -0.150, 0.256], [0.795, -0.470, 0.328], [0.930, -0.583, 0.172], [0.055, 0.008, -0.012], [0.001, 0.525, -0.015], [0.831, 0.857, 0.260], [-0.397, -0.337, -0.124], [-0.027, 0.036, 0.012], [-0.011, 0.029, 0.006], [0.097, -0.016, -0.010], [-0.013, -0.029, 0.015], [0.117, 0.126, 0.468], [-0.113, -0.198, 0.396], [-0.482, -0.492, -0.008], [0.008, -0.176, -0.041], [0.305, -0.213, 0.574], [-0.054, 0.008, 0.024], [-0.089, 0.010, 0.040], [-0.053, -0.041, -0.011], [0.248, -0.025, 0.307], [-0.371, -0.447, -0.412], [-0.184, 0.760, -0.147], [-0.530, -1.106, 1.421], [0.542, -0.044, -0.133], [0.465, -0.127, 0.139], [0.353, 0.276, 0.361], [0.864, -0.261, 0.333], [0.186, 0.007, 0.329], [0.091, -0.072, -0.102], [0.599, -0.014, -0.263], [-0.068, 0.381, 0.869], [0.029, 0.003, 0.020], [0.222, 0.195, 0.162], [-0.002, -0.078, 0.111], [0.020, -0.041, 0.046], [-0.034, 0.093, 0.160], [-0.318, -0.355, 0.439], [-0.008, -0.016, 0.018], [-0.444, -0.055, 0.892], [0.020, 0.063, -0.101], [0.005, 0.083, 0.057], [-0.218, 0.151, -0.624], [-0.131, -0.160, -0.186], [0.002, 0.043, -0.003], [-0.045, 0.111, 0.885], [-0.565, 0.186, -0.074], [-0.216, 0.439, -0.102], [0.274, 0.299, 0.244], [0.377, 0.533, 0.187], [-0.107, 0.035, -0.030], [-0.265, 0.458, -0.227], [0.084, 1.088, -1.630], [-0.453, -0.138, 0.342], [-0.476, -1.428, -0.976], [-0.062, -0.022, 0.070], [-0.386, 0.396, 0.044], [-0.251, -0.130, -0.022], [-0.851, -0.223, 0.306], [-0.778, 0.167, -0.378], [0.369, -0.259, 0.713], [0.186, 0.847, 0.658], [0.295, -0.212, 0.127], [-0.342, -0.472, 0.164], [0.284, 0.778, -0.840], [0.390, 0.159, 0.189], [-0.671, 0.389, -2.060], [-0.020, 0.279, 0.261], [-0.002, -0.018, 0.026], [-0.121, -0.256, -0.331], [0.331, -0.150, -0.055], [0.258, -0.070, 0.347], [0.019, 0.024, 0.008], [0.092, 0.442, 0.041], [-0.120, 0.149, -0.498], [0.245, 0.492, -0.173], [-0.532, 0.180, -0.289], [-0.283, -0.834, 1.769], [-0.393, -0.364, -0.107], [0.595, -0.479, -1.409], [-0.307, -0.250, 0.232], [-0.009, -0.057, -0.145], [0.048, -0.682, 0.054], [0.431, -0.081, -0.353], [0.047, 0.058, -0.079], [0.110, -0.488, -0.213], [0.397, -0.090, 0.212], [-0.135, -0.171, -0.035], [0.016, 0.015, -0.015], [0.995, 1.318, -0.655], [-0.162, 0.366, -0.106], [-0.247, 0.123, -0.024], [0.014, 0.022, 0.044], [-0.021, -0.068, -0.037], [-0.233, -0.023, -0.332], [-0.031, 0.022, 0.008], [-1.227, 1.669, -0.018], [-0.200, 0.031, -0.483], [0.313, 0.298, -0.408], [-0.009, 0.033, 0.005], [-0.007, -0.190, -0.624], [0.153, -0.176, 0.419], [0.081, -0.099, -0.043], [0.016, -0.230, 0.141], [-0.277, -0.027, -0.534], [0.142, 0.089, -0.018], [0.058, -0.012, 0.166], [0.018, 0.001, 0.020], [-0.116, 0.516, -0.115], [-0.128, 0.043, -0.221], [0.272, -0.369, 0.431], [-0.667, 0.789, -1.168]],
  "lowdin_charge": [-0.30, 0.02, 0.10, 0.51, 0.65, -0.05, -1.52, 0.10, -0.20, -0.12, 0.01, -0.03, 0.11, 0.11, 0.51, 0.58, 0.53, 0.12, -0.20, 0.02, -0.21, 0.10, -0.17, 0.10, 0.53, 0.54, 0.08, 0.52, -1.56, 0.04, 0.01, 0.50, -0.04, 0.56, 0.02, -0.18, -0.19, 0.02, 0.07, -0.18, -0.22, 0.01, 0.53, 0.52, 0.54, 0.07, 0.12, 0.12, -1.44, 0.00, 0.02, -0.10, 0.57, 0.50, -0.01, -0.19, -0.25, 0.12, 0.11, -0.16, -0.18, 0.05, -1.54, 0.11, -0.16, 0.56, -1.49, 0.50, 0.02, -1.53, 0.09, 0.53, -0.22, -1.55, 0.55, 0.09, 0.58, 0.53, -0.12, 0.09, 0.08, 0.12, 0.12, -0.02, 0.09, -0.28, 0.10, -0.18, 0.50, 0.11, -0.23, -0.20, -0.19, -0.03, -0.21, -0.22, 0.10, 0.58, 0.13, 0.64, 0.08, 0.53, 0.05, 0.55, 0.04, 0.53, 0.12, 0.54, 0.12, 0.06, -0.25, 0.12, -0.09, 0.11, 0.53, -0.01, 0.15, 0.50, 0.03, 0.54, -1.48, 0.51, -0.20, 0.11, -1.59, 0.53, -0.08, 0.09, 0.54, -0.42, 0.12, 0.08, 0.52, 0.11, 0.09, -1.55, 1.05, 0.08, -1.57, 0.49, 0.54, 0.08, -1.51, 0.11, -0.19],
  "lumo_energy_ev": -3.29,
  "charge": 1,
  "total_energy_ev": -586426.4461
}